Entry from OMol25: a molecular structure, C22H32AsBrMnN6O4 at a distorted geometry (ωB97M-V with the def2-TZVPD basis set).

For the HOMO energy (spin up / spin down), the calculation gives -13.34 / -13.45 eV. The LUMO energy (spin up / spin down) is -0.207 / -0.209 hartree. The value obtained for the HOMO-LUMO gap (spin up / spin down) is 7.7 / 7.7 eV. As for the net charge: +2. The spin multiplicity is 6.

Geometry as XYZ:
```
67
Properties=species:S:1:pos:R:3:forces:R:3:mulliken_spin:R:1
Mn -0.05021 0.25721 0.32092 0.08 -0.89 0.49 4.656
N 0.66602 -1.69744 1.54784 0.10 0.04 -0.04 0.068
C 2.07499 -1.88595 1.15254 0.02 0.05 0.10 0.004
C 2.71230 -3.22900 1.51818 -0.07 -0.04 0.03 0.000
C 1.91236 -4.49370 1.19286 0.05 -0.05 -0.01 0.004
C 1.66812 -4.78101 -0.28889 -0.07 -0.07 -0.09 -0.003
N 2.87068 -4.70487 -1.10390 0.07 -0.04 0.10 0.000
C 3.53405 -5.68987 -1.67080 0.02 0.02 -0.03 0.000
N 4.59595 -5.39740 -2.43213 -0.02 0.01 -0.01 0.000
N 3.19657 -6.97269 -1.50963 -0.03 -0.01 0.04 0.000
C 2.25860 -1.44981 -0.31772 -0.05 -0.05 -0.07 -0.018
O 3.02917 -2.06308 -1.05774 0.10 0.06 -0.01 0.008
O 1.61973 -0.40207 -0.64464 0.07 0.16 -0.23 0.023
H 0.58173 -1.65693 2.55814 0.00 -0.01 0.00 0.003
H 0.09544 -2.47787 1.23795 0.02 0.00 -0.01 0.002
H 2.62228 -1.10545 1.69574 0.06 -0.11 -0.03 -0.016
H 2.90802 -3.23801 2.59355 -0.05 0.01 0.00 -0.002
H 3.69219 -3.27278 1.03998 -0.01 0.00 -0.01 0.001
H 0.93476 -4.46340 1.68454 0.01 -0.02 0.00 -0.001
H 2.43441 -5.34171 1.64218 0.03 0.01 -0.02 0.000
H 0.96403 -4.06722 -0.72137 0.04 0.04 0.05 0.002
H 1.19804 -5.75861 -0.40561 -0.04 0.04 0.01 0.000
H 3.18969 -3.73125 -1.21983 0.01 -0.01 -0.04 0.000
H 4.80893 -4.43922 -2.65170 0.01 -0.01 -0.01 0.000
H 5.11533 -6.11501 -2.90567 0.01 0.01 0.00 0.000
H 2.44220 -7.24326 -0.90656 0.01 0.00 0.00 0.000
H 3.69552 -7.70331 -1.98564 -0.01 0.01 -0.01 0.000
Br 0.58829 -5.46780 -4.80225 0.04 -0.05 -0.01 0.000
C -0.07114 -4.21719 -3.55722 -0.03 0.08 0.08 0.000
C 0.40005 -2.91115 -3.58315 0.00 -0.03 0.03 0.000
C -0.05168 -2.00118 -2.64149 0.00 -0.17 -0.03 -0.001
C -0.98774 -2.39821 -1.69142 0.07 0.05 0.07 0.002
C -1.45783 -3.70990 -1.67311 0.00 0.03 -0.10 -0.001
C -1.00301 -4.62100 -2.61104 0.01 -0.02 -0.08 0.001
N -1.37546 -1.46400 -0.69468 -0.51 0.19 0.01 0.042
C -2.56863 -1.49109 -0.24420 0.23 0.09 0.05 -0.007
C -2.95989 -0.63178 0.89165 0.03 -0.05 -0.05 0.021
C -4.23351 -0.70649 1.42885 0.08 0.06 0.01 0.001
C -4.54081 0.09139 2.52520 0.04 0.00 -0.01 0.005
C -3.56421 0.92677 3.03685 -0.03 -0.02 -0.02 -0.003
C -2.31239 0.94301 2.43449 -0.01 0.02 -0.01 0.020
N -2.01069 0.18117 1.38758 -0.22 0.04 -0.02 0.020
H 1.12936 -2.61120 -4.32248 -0.01 0.00 -0.01 0.000
H 0.34725 -0.99737 -2.62861 -0.02 0.00 0.01 0.010
H -2.15381 -4.03670 -0.91149 -0.01 -0.01 0.03 0.000
H -1.36100 -5.64099 -2.60139 -0.01 -0.01 0.00 0.000
H -3.33397 -2.15177 -0.65211 0.01 -0.02 -0.01 0.006
H -4.96751 -1.37332 0.99778 -0.01 -0.01 -0.01 0.000
H -5.52678 0.05731 2.96735 -0.01 0.01 0.01 0.000
H -3.76061 1.56633 3.88477 -0.01 0.00 0.02 0.000
H -1.51837 1.58841 2.79027 0.00 -0.01 0.00 -0.004
C 2.69346 1.06831 3.83819 -0.05 -0.03 0.05 0.002
As 2.20123 2.14048 2.32999 0.07 0.05 -0.17 0.018
C 1.91637 3.93090 2.92958 -0.01 0.02 0.01 0.004
C 3.62525 2.11153 1.05243 0.02 -0.04 -0.02 0.000
O 0.80170 1.54928 1.62889 -0.13 0.24 0.27 0.069
H 3.51552 1.53809 4.37606 0.02 0.01 -0.02 0.000
H 3.00281 0.08152 3.49821 0.01 0.02 0.03 0.000
H 1.83445 0.97662 4.50195 0.02 0.01 -0.02 0.000
H 2.84974 4.34185 3.31189 0.00 0.00 0.00 0.001
H 1.16538 3.93463 3.71758 0.00 -0.01 -0.01 0.000
H 1.56907 4.52844 2.08853 0.01 -0.01 0.01 0.000
H 4.58835 2.18000 1.55557 0.00 0.02 0.01 0.000
H 3.51002 2.95154 0.36899 -0.01 -0.02 0.01 0.000
H 3.55684 1.17975 0.48968 0.00 0.04 0.01 0.001
O -0.46818 2.95236 -1.57761 -0.17 0.01 -0.07 0.013
C -0.65418 1.96448 -1.08856 0.20 0.34 -0.21 0.050
```
Forces are in eV/Å.


Entry from OMol25: a molecular structure, C22H32BBr2N3O3Pd at a distorted geometry (ωB97M-V with the def2-TZVPD basis set).

For the HOMO energy, the calculation gives -6.58 eV. The LUMO energy is 0.010 hartree. The value obtained for the HOMO-LUMO gap is 6.9 eV.

Geometry as XYZ:
```
64
Properties=species:S:1:pos:R:3:forces:R:3:nbo_charge:R:1
Pd -0.18660 0.28629 0.07191 -1.08 -0.88 0.60 0.568
C -0.59886 -1.95703 -2.49741 -0.05 0.02 -0.06 -0.649
C -0.81634 -2.65726 -1.19215 -0.05 0.22 0.19 0.249
C -1.11851 -4.03140 -1.16943 -0.03 -0.05 0.04 -0.276
C -1.37555 -4.65609 0.01632 -0.02 0.04 -0.07 -0.110
C -1.37491 -3.91534 1.21386 0.05 0.15 -0.03 -0.116
C -1.67356 -4.44620 2.48495 -0.04 -0.05 0.18 -0.131
Br -2.10402 -6.28975 2.68644 0.02 0.06 0.00 0.023
C -1.67818 -3.63681 3.59033 -0.05 -0.27 -0.03 -0.217
C -1.39160 -2.28175 3.47903 0.09 0.36 -0.15 -0.218
Br -1.42263 -1.20677 5.03934 -0.01 -0.06 -0.05 0.040
C -1.07899 -1.65154 2.26136 -0.01 -0.24 0.43 0.429
O -0.81570 -0.41870 2.14816 -0.08 0.47 -0.13 -0.798
C -1.06702 -2.53438 1.11326 -0.02 -0.16 -0.02 0.083
N -0.76989 -1.94800 -0.07554 0.37 -0.08 -0.24 -0.482
H -0.68508 -2.65584 -3.32828 0.01 0.01 -0.02 0.212
H 0.36993 -1.47014 -2.53845 0.05 0.01 -0.03 0.245
H -1.34617 -1.17102 -2.62455 -0.01 -0.02 0.01 0.227
H -1.14774 -4.57731 -2.10242 0.01 -0.02 0.00 0.217
H -1.60700 -5.71172 0.04791 0.01 -0.02 -0.01 0.229
H -1.91342 -4.04445 4.56398 0.00 -0.03 -0.01 0.236
C -3.25105 4.09790 -0.94652 0.03 -0.01 -0.04 -0.625
C -2.12451 4.14639 -1.97662 -0.06 -0.04 0.02 -0.220
N -0.79627 4.30289 -1.39533 -0.01 0.11 -0.07 -0.417
C -0.20366 5.63516 -1.43200 0.03 0.09 0.02 -0.203
C -0.67725 6.54864 -0.30647 0.02 -0.03 -0.05 -0.622
C -0.19684 3.26603 -0.76544 -0.14 -0.16 0.08 0.518
C 1.13263 3.48950 -0.11268 -0.03 -0.05 0.00 -0.680
N -0.72144 2.08240 -0.70762 0.28 0.50 -0.07 -0.758
H -4.20313 3.90923 -1.44227 -0.01 0.00 -0.01 0.221
H -3.32850 5.04229 -0.41061 0.00 0.01 0.01 0.212
H -3.08880 3.31058 -0.21134 -0.02 -0.01 0.02 0.220
H -2.27942 4.98493 -2.65484 0.02 0.01 0.00 0.210
H -2.13680 3.24927 -2.60379 0.01 0.01 0.00 0.199
H -0.45523 6.07731 -2.39780 0.01 -0.02 0.00 0.202
H 0.88008 5.54410 -1.41662 -0.01 -0.01 0.01 0.209
H -1.73951 6.77172 -0.40088 -0.02 0.00 0.01 0.209
H -0.13277 7.49257 -0.33215 0.00 0.02 -0.01 0.220
H -0.51433 6.08372 0.66618 0.00 0.01 0.02 0.213
H 1.90622 3.56293 -0.87736 0.02 0.04 0.01 0.233
H 1.35074 2.63902 0.53032 0.01 0.02 -0.03 0.263
H 1.14724 4.40140 0.48067 0.00 0.01 0.02 0.230
H -1.61354 2.00162 -1.17628 0.03 0.00 -0.05 0.370
C 4.28751 1.54873 -0.67292 0.01 -0.11 -0.02 -0.624
C 3.75627 0.13402 -0.88026 0.13 0.02 0.00 0.233
C 4.79649 -0.87550 -0.42619 -0.09 0.01 -0.03 -0.624
O 2.57892 -0.01071 -0.06404 -0.31 0.00 0.21 -0.769
B 1.45836 0.23563 -0.84522 1.23 -0.02 -0.76 1.011
O 1.82421 0.36268 -2.18085 -0.37 0.15 0.15 -0.781
C 3.18893 -0.10091 -2.30763 0.08 -0.10 -0.12 0.251
C 3.12281 -1.58097 -2.67734 0.03 0.08 0.03 -0.641
C 3.87894 0.68105 -3.41091 -0.09 -0.02 0.07 -0.626
H 4.44857 1.70935 0.39272 0.00 0.00 0.01 0.225
H 3.57333 2.28685 -1.02954 0.00 0.04 -0.03 0.202
H 5.23349 1.69524 -1.19514 0.01 0.01 0.00 0.213
H 5.12743 -0.62317 0.58068 0.01 0.00 0.01 0.224
H 5.66405 -0.85740 -1.08871 0.01 0.00 0.00 0.209
H 4.38685 -1.88273 -0.40654 0.01 -0.01 0.01 0.224
H 2.64136 -2.15766 -1.88605 0.00 -0.03 0.00 0.221
H 4.11707 -1.99094 -2.85560 0.01 -0.01 0.02 0.217
H 2.53818 -1.69069 -3.59062 -0.01 0.00 -0.01 0.220
H 3.81599 1.75353 -3.23864 0.01 0.01 0.00 0.216
H 3.40093 0.45966 -4.36496 0.01 0.00 -0.02 0.220
H 4.92992 0.39508 -3.47913 0.01 0.00 0.00 0.213
```
Forces are in eV/Å.


Entry from OMol25: a molecular structure, C22H32CrN6O3S2 at a distorted geometry (ωB97M-V with the def2-TZVPD basis set).

For the HOMO energy (spin up / spin down), the calculation gives -2.85 / -2.57 eV. The LUMO energy (spin up / spin down) is 0.067 / 0.067 hartree. The value obtained for the HOMO-LUMO gap (spin up / spin down) is 4.7 / 4.4 eV. As for the net charge: -1. The spin multiplicity is 2.

Geometry as XYZ:
```
66
Properties=species:S:1:pos:R:3:forces:R:3:mulliken_spin:R:1
Cr -0.14159 -0.88724 -1.16428 1.81 -0.54 0.03 0.996
C 2.84982 -0.06052 0.16656 -0.03 -0.01 -0.06 -0.017
N 2.04337 -1.24208 0.42331 -0.06 0.25 0.23 0.057
C 1.43028 -1.21248 1.74481 -0.03 -0.16 -0.12 -0.035
C 0.27760 -2.20035 1.85313 0.03 0.14 -0.01 0.020
N -0.92515 -1.79671 1.09729 -0.27 -0.21 0.30 -0.035
C -1.73535 -0.88439 1.93740 0.05 -0.52 -0.57 0.012
C -1.79751 -2.94337 0.82541 -0.05 0.02 -0.02 0.015
C -1.97654 -3.92555 1.79063 0.04 -0.03 0.01 0.000
C -2.86188 -4.97635 1.59793 -0.02 0.00 -0.04 -0.004
C -3.59829 -5.02178 0.42023 0.02 0.03 0.02 0.002
C -3.43723 -4.03548 -0.53541 -0.02 -0.06 0.03 -0.003
C -2.53882 -2.97228 -0.36762 0.12 0.09 -0.11 0.003
S -2.37801 -1.75734 -1.60833 -0.35 0.25 0.30 -0.017
C 2.75400 -2.47460 0.17415 -0.10 -0.02 -0.11 -0.012
C 3.99711 -2.68121 0.76432 -0.01 0.00 0.01 -0.001
C 4.72323 -3.84019 0.54332 -0.02 -0.01 -0.01 0.001
C 4.17307 -4.81152 -0.28998 0.02 0.01 0.01 0.000
C 2.93717 -4.61681 -0.87233 -0.07 0.01 -0.03 0.000
C 2.17320 -3.44834 -0.66425 0.10 0.10 0.09 -0.002
S 0.60595 -3.29051 -1.38450 -0.15 0.05 -0.08 -0.020
H 3.58230 0.15013 0.96239 0.02 -0.01 0.01 0.000
H 2.19661 0.80791 0.04515 0.08 -0.02 0.03 0.003
H 3.36785 -0.18595 -0.78136 -0.03 0.00 0.00 0.000
H 1.09027 -0.19069 1.95162 -0.04 0.00 -0.03 -0.006
H 2.16244 -1.46554 2.53256 0.00 0.07 0.00 0.001
H 0.03106 -2.31681 2.91842 0.04 -0.04 0.01 -0.001
H 0.61275 -3.16620 1.47677 -0.03 0.01 -0.06 0.001
H -1.91338 -1.36342 2.90427 -0.20 0.17 0.13 0.000
H -2.68114 -0.68016 1.43142 0.00 -0.08 0.02 -0.001
H -1.28202 0.86076 0.27077 0.32 0.38 -0.31 -0.007
H -1.40455 -3.88984 2.71000 0.00 0.00 0.00 0.000
H -2.96672 -5.74670 2.35177 0.00 0.00 0.00 -0.001
H -4.29236 -5.83521 0.24148 0.00 0.00 0.00 0.000
H -3.99752 -4.07484 -1.46137 0.00 0.00 0.00 -0.001
H 4.40747 -1.91213 1.41080 0.00 0.02 0.00 0.000
H 5.69215 -3.98204 1.00608 0.00 0.00 0.00 0.000
H 4.71759 -5.72832 -0.48859 0.00 0.00 0.00 0.000
H 2.51475 -5.37453 -1.52102 0.01 -0.01 0.00 0.001
N -0.43346 1.14934 -0.23420 -1.06 -0.69 0.47 0.018
C -0.65387 2.34577 -1.03385 0.22 0.07 -0.17 -0.021
C -1.58545 3.35369 -0.34962 -0.01 -0.06 0.00 0.004
C -0.93146 4.08421 0.81418 -0.06 0.05 0.14 0.000
C 0.16921 5.06940 0.42666 0.06 -0.02 -0.21 0.000
N -0.27309 6.11238 -0.49163 -0.02 0.10 0.09 0.000
C -0.44081 5.91134 -1.84055 0.00 -0.11 0.09 0.000
N -1.46035 6.64479 -2.40436 0.12 0.01 0.01 0.000
N 0.27326 5.14276 -2.58893 0.01 0.20 0.07 0.000
C -1.20905 1.98535 -2.41234 0.44 0.19 0.18 -0.024
O -1.22761 2.97813 -3.31186 0.82 1.48 -0.48 0.000
O -1.63927 0.89719 -2.63822 -0.54 0.38 -0.44 -0.004
H -1.22044 0.04911 2.07879 0.36 0.47 0.31 -0.001
H 0.30507 1.28947 0.44131 0.00 -0.02 0.01 0.006
H 0.33509 2.78725 -1.18769 -0.06 0.02 -0.12 0.017
H -2.45190 2.79827 0.02124 -0.01 -0.01 -0.03 -0.001
H -1.98468 4.06243 -1.07897 0.08 0.00 0.00 0.000
H -0.50021 3.35630 1.50884 -0.02 0.01 0.04 0.000
H -1.70101 4.62578 1.37409 0.02 0.01 0.03 0.000
H 1.02016 4.55025 -0.01709 -0.02 0.01 0.01 0.000
H 0.54567 5.56364 1.32216 0.06 0.00 0.00 0.000
H -0.86983 6.80745 -0.07424 -0.05 0.04 -0.10 0.000
H -2.30301 6.75970 -1.86739 -0.04 -0.05 0.01 0.000
H -1.60082 6.45205 -3.38268 -0.01 -0.02 -0.03 0.000
H 1.10354 4.81522 -2.10693 -0.03 -0.07 -0.02 0.000
H -0.60224 3.83318 -3.19885 -1.10 -1.94 0.50 0.000
O 0.92462 -0.25179 -2.18086 -0.32 0.02 -0.04 0.056
```
Forces are in eV/Å.


Entry from OMol25: a molecular structure, C22H32IrN5OS (ωB97M-V with the def2-TZVPD basis set).

For the HOMO energy, the calculation gives -13.97 eV. The LUMO energy is -0.271 hartree. The value obtained for the HOMO-LUMO gap is 6.6 eV. As for the net charge: +2.

Geometry as XYZ:
```
62
Properties=species:S:1:pos:R:3:forces:R:3:nbo_charge:R:1
Ir 0.51554 -0.51441 -1.01862 -0.11 0.01 0.17 0.774
C 1.24063 -2.70568 -3.03420 0.00 0.00 -0.01 -0.426
N 0.24288 -1.63989 -2.77809 -0.02 -0.02 -0.06 -0.388
C -1.08895 -2.28311 -2.60445 0.01 0.02 0.01 -0.452
C 0.19009 -0.69358 -3.93339 -0.03 0.01 0.03 -0.273
C -0.51771 0.54610 -3.47403 0.02 -0.02 0.02 -0.008
C -1.22475 1.39340 -4.31264 -0.01 -0.01 0.00 -0.202
C -1.86129 2.51303 -3.79002 -0.01 0.01 0.01 -0.178
C -1.81256 2.77578 -2.42845 0.00 0.01 -0.01 -0.194
C -1.10831 1.93210 -1.57405 0.04 -0.05 0.03 -0.279
C -0.45413 0.81950 -2.10240 -0.02 0.07 -0.08 -0.162
H 0.95699 -3.27144 -3.92344 0.00 0.00 0.00 0.226
H 1.27470 -3.38215 -2.18130 0.00 0.00 0.00 0.225
H 2.22130 -2.26632 -3.19562 0.00 0.01 0.01 0.227
H -1.33133 -2.87835 -3.48679 0.00 -0.01 0.01 0.236
H -1.85628 -1.52217 -2.47111 0.00 0.00 -0.01 0.231
H -1.06257 -2.94410 -1.73763 0.00 0.00 0.00 0.224
H -0.30580 -1.17078 -4.78141 0.01 0.00 -0.01 0.231
H 1.22004 -0.47746 -4.22138 0.00 0.01 0.01 0.235
H -1.29005 1.17979 -5.37266 0.00 -0.01 0.00 0.238
H -2.41146 3.17256 -4.44721 0.00 0.00 0.00 0.246
H -2.33050 3.63481 -2.02304 0.00 0.00 0.00 0.244
H -1.08865 2.13938 -0.51151 0.00 0.00 -0.01 0.230
S 2.64630 -0.13070 -1.60292 0.13 -0.01 0.11 0.094
C 3.01871 1.55656 -1.70939 -0.06 0.05 -0.07 0.343
N 4.26912 1.97824 -1.61497 0.00 -0.02 -0.06 -0.539
C 4.40000 3.38759 -2.02067 0.00 -0.01 0.06 -0.229
C 2.92486 3.83161 -2.11547 0.00 0.05 -0.05 -0.230
N 2.20266 2.55371 -2.00462 0.00 -0.05 0.11 -0.566
H 5.04902 1.36194 -1.44901 0.00 0.00 0.03 0.446
H 4.91997 3.45897 -2.97441 -0.01 -0.01 -0.01 0.231
H 4.95429 3.94422 -1.26980 0.01 0.01 -0.02 0.241
H 2.69995 4.30696 -3.06695 -0.01 0.01 0.01 0.241
H 2.63892 4.50578 -1.30936 0.00 -0.02 0.02 0.223
H 1.20497 2.42951 -2.11874 0.02 0.02 -0.08 0.456
C -3.24849 -2.09317 2.49340 0.00 0.00 0.00 -0.617
C -2.75261 -1.02278 3.45415 -0.01 0.01 0.01 -0.209
N -1.64040 -1.46923 4.28639 0.01 -0.01 -0.01 -0.419
C -1.92626 -2.44967 5.34723 0.00 0.00 0.00 -0.220
C -1.33819 -3.81927 5.05036 0.00 0.00 0.00 -0.619
C -0.40905 -0.92744 4.28141 -0.01 0.00 0.00 0.648
O 0.45951 -1.16868 5.09940 0.00 0.01 0.00 -0.581
C -0.01985 0.02391 3.16915 0.00 -0.02 0.01 -0.107
C 0.51719 1.26320 3.49182 0.01 0.01 -0.02 -0.081
C 1.01815 2.06578 2.47890 0.00 -0.01 0.00 -0.212
C 1.01300 1.59579 1.18202 -0.01 0.01 0.03 0.041
N 0.52314 0.38771 0.86397 0.06 -0.02 -0.17 -0.480
C 0.00742 -0.37399 1.84746 0.02 -0.02 0.01 0.045
H -4.07181 -1.70821 1.89135 0.00 0.00 0.00 0.228
H -3.61308 -2.96719 3.03222 0.01 0.00 0.00 0.231
H -2.45211 -2.43013 1.82470 0.00 0.00 0.00 0.183
H -3.56669 -0.72122 4.11735 0.00 0.01 0.00 0.218
H -2.45446 -0.12451 2.91431 0.01 0.00 -0.01 0.196
H -3.01027 -2.50073 5.44710 0.00 0.00 0.00 0.206
H -1.52074 -2.06127 6.28094 0.00 0.00 0.00 0.234
H -1.73987 -4.23207 4.12390 0.00 0.00 0.00 0.199
H -1.57842 -4.50878 5.85890 0.00 0.00 0.00 0.236
H -0.25350 -3.75907 4.97266 0.00 0.00 0.00 0.226
H 0.55090 1.57779 4.52687 0.00 0.00 0.00 0.265
H 1.42995 3.04217 2.69060 0.00 0.00 0.00 0.251
H 1.40495 2.18910 0.36983 0.00 -0.01 -0.02 0.209
H -0.37495 -1.34942 1.56340 -0.01 0.01 0.00 0.215
```
Forces are in eV/Å.


How do the records compare in energy above the lowest of the compared OMol25 structures with the same formula, charge and spin? In the order shown, they have 0.000; 0.489; 2.704; 0.000 eV.